# 1
Entry from the Open Molecules 2025 dataset: a 2-piece molecular cluster, C7H8N6 overall in a non-equilibrium geometry (ωB97M-V/def2-TZVPD).

CARTESIAN COORDINATES (ANGSTROEM)
C -3.317 1.300 1.642
C -0.895 2.674 1.660
C 1.219 3.278 0.625
C 1.423 -0.855 -0.344
C 0.065 -1.530 -0.628
C 1.253 0.590 -0.642
C 0.165 2.344 0.823
N -4.141 1.640 2.406
N -1.767 3.050 2.370
N 2.038 4.003 0.303
N -1.020 -0.901 0.000
N -0.920 0.353 0.381
N 0.147 1.127 0.169
H 1.659 -1.025 0.810
H 2.095 -1.269 -0.971
H 0.094 -1.547 -1.727
H -0.012 -2.545 -0.302
H 2.195 1.217 -0.427
H 0.821 0.935 -1.640
H -4.361 2.461 2.996
H -1.811 0.799 0.742

The orbital gap (spin up / spin down) is 7.403 / 6.783 eV. The energy relative to the best compared isomer or geometry (same formula, charge and spin) comes out at 40.00 kcal per mole. For the LUMO energy (spin up / spin down), the calculation gives 0.00 / -0.59 eV. As for the HOMO energy (spin up / spin down): -7.405 / -7.372 eV.

The molecule's Löwdin atomic charges, reported in e, are given here: atom 1 (C): -0.017, atom 2 (C): -0.232, atom 3 (C): -0.234, atom 4 (C): -0.160, atom 5 (C): -0.251, atom 6 (C): -0.119, atom 7 (C): -0.254, atom 8 (N): 0.079, atom 9 (N): 0.125, atom 10 (N): 0.141, atom 11 (N): 0.039, atom 12 (N): 0.017, atom 13 (N): -0.065, atom 14 (H): 0.173, atom 15 (H): 0.070, atom 16 (H): 0.123, atom 17 (H): 0.105, atom 18 (H): 0.151, atom 19 (H): 0.167, atom 20 (H): 0.103, atom 21 (H): 0.039

=====

# 2
Entry from the Open Molecules 2025 dataset: an isolated ion of composition C7H8NO2 and charge -1 in a non-equilibrium geometry (ωB97M-V/def2-TZVPD).

CARTESIAN COORDINATES (ANGSTROEM)
C -1.677 -1.462 -0.148
C -1.353 0.411 -1.818
C -0.516 0.805 1.352
C -0.852 -0.378 -0.518
C 0.303 0.077 0.327
C 1.343 1.081 -0.271
C 1.140 -1.167 0.781
N -2.413 -2.318 0.160
O -1.814 1.541 -1.695
O -1.087 -0.298 -2.807
H -1.022 1.701 0.894
H -0.861 0.431 2.324
H 2.098 1.299 0.531
H 0.698 2.034 -0.612
H 2.047 0.711 -1.151
H 1.951 -0.873 1.563
H 1.572 -1.715 -0.172
H 0.441 -1.882 1.259

The orbital gap (spin up / spin down) is 6.776 / 7.088 eV. As for the total charge: -1. As for the expectation value of S²: 2.018. The energy relative to the best compared isomer or geometry (same formula, charge and spin) comes out at 0.00 kcal per mole. For the LUMO energy (spin up / spin down), the calculation gives 3.52 / 2.42 eV. Its spin multiplicity is 3. As for the HOMO energy (spin up / spin down): -3.253 / -4.667 eV.

The molecule's Löwdin atomic charges, reported in e, are given here: atom 1 (C): -0.240, atom 2 (C): -0.717, atom 3 (C): 0.060, atom 4 (C): -0.109, atom 5 (C): -0.604, atom 6 (C): -0.077, atom 7 (C): -0.077, atom 8 (N): 0.109, atom 9 (O): -0.020, atom 10 (O): -0.029, atom 11 (H): 0.081, atom 12 (H): 0.060, atom 13 (H): 0.065, atom 14 (H): 0.117, atom 15 (H): 0.110, atom 16 (H): 0.094, atom 17 (H): 0.118, atom 18 (H): 0.059

=====

# 3
Entry from the Open Molecules 2025 dataset: C7H8NO2 as an isolated structure in a non-equilibrium geometry (ωB97M-V/def2-TZVPD).

CARTESIAN COORDINATES (ANGSTROEM)
C 1.697 2.203 0.382
C 1.828 1.627 1.600
C 0.790 1.928 -0.569
C 0.888 0.602 1.814
C 0.007 0.836 -0.381
C 0.004 0.198 0.830
C -1.655 -0.747 -0.595
N -1.363 -2.189 -0.934
O -1.062 0.292 -1.202
O -0.895 -0.780 1.024
H 2.514 2.812 -0.006
H 2.694 1.894 2.253
H 0.824 2.483 -1.439
H 0.731 -0.028 2.744
H -2.715 -0.589 -0.409
H -2.161 -2.838 -0.920
H -0.642 -2.397 -0.155
H -0.958 -2.257 -1.842

The orbital gap is 8.528 eV. As for the total charge: +1. The energy relative to the best compared isomer or geometry (same formula, charge and spin) comes out at 24.88 kcal per mole. For the LUMO energy, the calculation gives -3.90 eV. As for the HOMO energy: -12.432 eV.

The molecule's Löwdin atomic charges, reported in e, are given here: atom 1 (C): -0.112, atom 2 (C): -0.032, atom 3 (C): -0.001, atom 4 (C): 0.017, atom 5 (C): -0.118, atom 6 (C): -0.313, atom 7 (C): -0.113, atom 8 (N): 0.275, atom 9 (O): 0.089, atom 10 (O): 0.026, atom 11 (H): 0.130, atom 12 (H): 0.141, atom 13 (H): 0.115, atom 14 (H): 0.150, atom 15 (H): 0.178, atom 16 (H): 0.190, atom 17 (H): 0.216, atom 18 (H): 0.163

=====

# 4
Entry from the Open Molecules 2025 dataset: a 2-piece molecular cluster, C7H8NO3 overall in a non-equilibrium geometry (ωB97M-V/def2-TZVPD).

CARTESIAN COORDINATES (ANGSTROEM)
C -4.097 1.698 -0.693
C -1.667 1.720 -0.206
C -4.067 -1.335 0.406
C -5.167 1.178 -0.186
C 0.272 -1.589 -0.345
C -0.512 0.845 -0.057
C -0.905 -0.704 0.108
N -2.798 1.104 -0.285
O -4.056 -1.096 1.527
O -6.034 0.407 0.192
O -4.216 -1.703 -0.676
H -4.310 2.463 -1.423
H 0.768 -1.121 -1.284
H 0.134 -2.624 -0.610
H 1.071 -1.538 0.430
H 0.153 1.236 0.724
H 0.099 1.080 -0.959
H -1.866 -0.870 -0.374
H -1.169 -0.985 1.164

The orbital gap is 5.476 eV. As for the total charge: -1. The energy relative to the best compared isomer or geometry (same formula, charge and spin) comes out at 68.95 kcal per mole. For the LUMO energy, the calculation gives 3.60 eV. As for the HOMO energy: -1.876 eV.

The molecule's Löwdin atomic charges, reported in e, are given here: atom 1 (C): -0.164, atom 2 (C): -0.301, atom 3 (C): -0.531, atom 4 (C): -0.218, atom 5 (C): -0.153, atom 6 (C): -0.287, atom 7 (C): -0.262, atom 8 (N): -0.077, atom 9 (O): 0.195, atom 10 (O): 0.047, atom 11 (O): 0.190, atom 12 (H): 0.084, atom 13 (H): 0.080, atom 14 (H): 0.033, atom 15 (H): 0.061, atom 16 (H): 0.076, atom 17 (H): 0.080, atom 18 (H): 0.045, atom 19 (H): 0.103

=====

# 5
Entry from the Open Molecules 2025 dataset: C7H8NO4 as an isolated structure in a non-equilibrium geometry (ωB97M-V/def2-TZVPD).

CARTESIAN COORDINATES (ANGSTROEM)
C -0.868 -0.269 -2.472
C -1.146 -0.130 -1.152
C -0.001 0.476 -0.667
C 0.992 -0.517 1.530
C -2.347 -0.705 -0.394
C 1.840 1.786 0.801
C 0.590 0.950 1.112
N 0.290 0.238 -2.837
O 0.051 -1.031 2.233
O 2.079 -0.893 1.092
O 0.829 0.781 -1.694
O -0.568 1.410 1.728
H -1.581 -0.752 -3.111
H -3.177 -0.927 -1.013
H -2.059 -1.528 0.266
H -2.758 0.160 0.230
H 2.535 1.042 0.339
H 2.367 2.057 1.717
H 1.754 2.746 0.310
H -1.011 0.673 2.164

The orbital gap is 8.424 eV. As for the total charge: -1. The energy relative to the best compared isomer or geometry (same formula, charge and spin) comes out at 58.81 kcal per mole. For the LUMO energy, the calculation gives 3.60 eV. As for the HOMO energy: -4.827 eV.

The molecule's Löwdin atomic charges, reported in e, are given here: atom 1 (C): -0.172, atom 2 (C): -0.248, atom 3 (C): -0.035, atom 4 (C): -0.659, atom 5 (C): -0.039, atom 6 (C): -0.046, atom 7 (C): -0.282, atom 8 (N): 0.030, atom 9 (O): -0.085, atom 10 (O): -0.022, atom 11 (O): -0.043, atom 12 (O): -0.016, atom 13 (H): 0.108, atom 14 (H): 0.040, atom 15 (H): 0.074, atom 16 (H): 0.092, atom 17 (H): 0.089, atom 18 (H): 0.074, atom 19 (H): 0.068, atom 20 (H): 0.076

=====

# 6
Entry from the Open Molecules 2025 dataset: one molecule with the formula C7H8O in a non-equilibrium geometry (ωB97M-V/def2-TZVPD).

CARTESIAN COORDINATES (ANGSTROEM)
C 4.238 -0.159 0.249
C 2.866 -0.009 -0.281
C 1.680 0.258 -0.098
C 0.311 0.574 -0.042
C -0.648 -0.396 -0.208
C -2.136 -0.290 -0.489
C -3.133 0.642 0.040
H 4.864 0.605 -0.317
H 4.714 -1.077 0.131
H 4.110 -0.033 1.307
H 0.201 1.692 0.135
H -0.430 -1.474 -0.249
H -2.519 -0.938 -1.297
H -4.149 0.930 -0.406
H -2.733 1.478 0.686
O -2.891 -0.613 0.623

The orbital gap is 9.189 eV. As for the structure (SMILES): CC#C/C=C/[C@@H]1CO1. The energy relative to the best compared isomer or geometry (same formula, charge and spin) comes out at 112.91 kcal per mole. For the LUMO energy, the calculation gives 0.49 eV. As for the HOMO energy: -8.704 eV.

The molecule's Löwdin atomic charges, reported in e, are given here: atom 1 (C): -0.106, atom 2 (C): -0.053, atom 3 (C): -0.082, atom 4 (C): -0.112, atom 5 (C): -0.007, atom 6 (C): -0.327, atom 7 (C): -0.127, atom 8 (H): 0.101, atom 9 (H): 0.039, atom 10 (H): 0.072, atom 11 (H): 0.133, atom 12 (H): 0.124, atom 13 (H): 0.143, atom 14 (H): 0.132, atom 15 (H): 0.121, atom 16 (O): -0.053

=====

Copy entry 1 word for word.
Entry from the Open Molecules 2025 dataset: a 2-piece molecular cluster, C7H8N6 overall in a non-equilibrium geometry (ωB97M-V/def2-TZVPD).

CARTESIAN COORDINATES (ANGSTROEM)
C -3.317 1.300 1.642
C -0.895 2.674 1.660
C 1.219 3.278 0.625
C 1.423 -0.855 -0.344
C 0.065 -1.530 -0.628
C 1.253 0.590 -0.642
C 0.165 2.344 0.823
N -4.141 1.640 2.406
N -1.767 3.050 2.370
N 2.038 4.003 0.303
N -1.020 -0.901 0.000
N -0.920 0.353 0.381
N 0.147 1.127 0.169
H 1.659 -1.025 0.810
H 2.095 -1.269 -0.971
H 0.094 -1.547 -1.727
H -0.012 -2.545 -0.302
H 2.195 1.217 -0.427
H 0.821 0.935 -1.640
H -4.361 2.461 2.996
H -1.811 0.799 0.742

The orbital gap (spin up / spin down) is 7.403 / 6.783 eV. The energy relative to the best compared isomer or geometry (same formula, charge and spin) comes out at 40.00 kcal per mole. For the LUMO energy (spin up / spin down), the calculation gives 0.00 / -0.59 eV. As for the HOMO energy (spin up / spin down): -7.405 / -7.372 eV.

The molecule's Löwdin atomic charges, reported in e, are given here: atom 1 (C): -0.017, atom 2 (C): -0.232, atom 3 (C): -0.234, atom 4 (C): -0.160, atom 5 (C): -0.251, atom 6 (C): -0.119, atom 7 (C): -0.254, atom 8 (N): 0.079, atom 9 (N): 0.125, atom 10 (N): 0.141, atom 11 (N): 0.039, atom 12 (N): 0.017, atom 13 (N): -0.065, atom 14 (H): 0.173, atom 15 (H): 0.070, atom 16 (H): 0.123, atom 17 (H): 0.105, atom 18 (H): 0.151, atom 19 (H): 0.167, atom 20 (H): 0.103, atom 21 (H): 0.039

=====

What did the first record say?
Entry from the Open Molecules 2025 dataset: a 2-piece molecular cluster, C7H8N6 overall in a non-equilibrium geometry (ωB97M-V/def2-TZVPD).

CARTESIAN COORDINATES (ANGSTROEM)
C -3.317 1.300 1.642
C -0.895 2.674 1.660
C 1.219 3.278 0.625
C 1.423 -0.855 -0.344
C 0.065 -1.530 -0.628
C 1.253 0.590 -0.642
C 0.165 2.344 0.823
N -4.141 1.640 2.406
N -1.767 3.050 2.370
N 2.038 4.003 0.303
N -1.020 -0.901 0.000
N -0.920 0.353 0.381
N 0.147 1.127 0.169
H 1.659 -1.025 0.810
H 2.095 -1.269 -0.971
H 0.094 -1.547 -1.727
H -0.012 -2.545 -0.302
H 2.195 1.217 -0.427
H 0.821 0.935 -1.640
H -4.361 2.461 2.996
H -1.811 0.799 0.742

The orbital gap (spin up / spin down) is 7.403 / 6.783 eV. The energy relative to the best compared isomer or geometry (same formula, charge and spin) comes out at 40.00 kcal per mole. For the LUMO energy (spin up / spin down), the calculation gives 0.00 / -0.59 eV. As for the HOMO energy (spin up / spin down): -7.405 / -7.372 eV.

The molecule's Löwdin atomic charges, reported in e, are given here: atom 1 (C): -0.017, atom 2 (C): -0.232, atom 3 (C): -0.234, atom 4 (C): -0.160, atom 5 (C): -0.251, atom 6 (C): -0.119, atom 7 (C): -0.254, atom 8 (N): 0.079, atom 9 (N): 0.125, atom 10 (N): 0.141, atom 11 (N): 0.039, atom 12 (N): 0.017, atom 13 (N): -0.065, atom 14 (H): 0.173, atom 15 (H): 0.070, atom 16 (H): 0.123, atom 17 (H): 0.105, atom 18 (H): 0.151, atom 19 (H): 0.167, atom 20 (H): 0.103, atom 21 (H): 0.039

=====

Q: Among the records above, which one has the lowest energy relative to the best compared isomer or geometry (same formula, charge and spin)?
A: number 2